Entry 1:
Entry from the OMol25 dataset: a molecular structure, C46H36Cl2F5Ge2N3S2Tl (ωB97M-V/def2-TZVPD).

Properties
- lowest unoccupied orbital energy (eV) = 2.267
- ΔE to the lowest compared entry with this formula, charge and spin (kJ/mol) = 0.0
- net charge = -1

Last column: Löwdin charge in e.
Cartesian coordinates (Å):
Tl: -0.457 -0.077 0.471  0.72
C: 4.767 -0.649 -1.286  -0.40
S: 3.564 -0.101 -2.511  0.85
C: 2.384 0.791 -1.508  -0.77
S: 0.556 0.031 -3.435  0.56
N: 2.849 1.193 -0.313  -0.05
N: 1.971 1.078 0.689  -0.07
C: 2.337 1.534 1.842  -0.14
C: 1.610 1.186 3.057  -0.27
C: 2.004 1.742 4.281  -0.03
C: 1.343 1.379 5.436  -0.08
C: 0.300 0.464 5.360  -0.07
C: -0.028 -0.037 4.111  -0.14
N: 0.602 0.303 2.993  0.04
H: 5.679 -0.892 -1.829  0.02
H: 4.413 -1.534 -0.757  0.03
H: 4.954 0.150 -0.574  0.02
H: 3.258 2.107 1.941  0.11
H: 2.818 2.456 4.304  0.11
H: 1.631 1.809 6.388  0.10
H: -0.253 0.156 6.236  0.10
H: -0.854 -0.731 3.994  0.11
Cl: -3.109 -2.893 1.638  0.52
C: -4.318 -2.654 0.373  -0.99
Cl: -4.207 -1.058 -0.380  0.56
H: -5.300 -2.747 0.820  0.02
H: -4.149 -3.393 -0.400  -0.01
F: -0.127 3.659 1.130  0.04
C: -1.238 3.187 1.762  -0.25
C: -1.574 1.859 1.675  -0.12
C: -2.693 1.515 2.393  -0.28
F: -3.100 0.210 2.430  -0.03
C: -3.462 2.400 3.128  -0.15
F: -4.553 2.002 3.812  0.08
C: -3.090 3.731 3.160  -0.15
F: -3.818 4.624 3.853  0.09
C: -1.961 4.132 2.472  -0.16
F: -1.601 5.429 2.499  0.09
Ge: 0.736 -2.027 -2.611  0.66
C: -1.021 -2.891 -2.619  -0.33
C: -2.043 -2.455 -3.458  -0.12
C: -3.243 -3.150 -3.540  -0.10
C: -3.437 -4.292 -2.776  -0.12
C: -2.437 -4.723 -1.912  -0.11
C: -1.240 -4.025 -1.837  -0.11
C: 1.862 -3.085 -3.812  -0.34
C: 3.040 -3.669 -3.351  -0.13
C: 3.842 -4.424 -4.196  -0.10
C: 3.476 -4.602 -5.523  -0.11
C: 2.305 -4.025 -5.997  -0.10
C: 1.506 -3.277 -5.145  -0.11
H: 1.354 -2.057 -1.211  -0.02
H: -1.908 -1.553 -4.046  0.08
H: -4.027 -2.798 -4.199  0.10
H: -4.369 -4.842 -2.847  0.10
H: -2.589 -5.603 -1.298  0.10
H: -0.467 -4.374 -1.160  0.10
H: 3.342 -3.523 -2.319  0.09
H: 4.756 -4.869 -3.820  0.10
H: 4.101 -5.187 -6.186  0.09
H: 2.016 -4.158 -7.032  0.10
H: 0.594 -2.833 -5.531  0.10
C: 1.125 1.027 -2.033  -0.78
Ge: 0.424 2.834 -2.232  0.96
C: 0.368 3.059 -4.192  -0.32
C: -0.816 3.317 -4.875  -0.10
C: -0.830 3.437 -6.261  -0.10
C: 0.346 3.298 -6.982  -0.11
C: 1.537 3.039 -6.314  -0.09
C: 1.543 2.921 -4.933  -0.13
C: -1.420 3.121 -1.659  -0.29
C: -1.829 4.383 -1.230  -0.11
C: -3.141 4.611 -0.839  -0.09
C: -4.067 3.577 -0.883  -0.09
C: -3.679 2.322 -1.326  -0.10
C: -2.363 2.097 -1.712  -0.13
C: 1.595 4.295 -1.632  -0.24
C: 1.772 5.368 -2.509  -0.11
C: 2.559 6.461 -2.169  -0.10
C: 3.190 6.501 -0.936  -0.11
C: 3.021 5.446 -0.050  -0.08
C: 2.230 4.358 -0.392  -0.10
H: -1.743 3.424 -4.323  0.09
H: -1.763 3.635 -6.777  0.09
H: 0.337 3.387 -8.062  0.09
H: 2.458 2.921 -6.871  0.10
H: 2.477 2.702 -4.422  0.11
H: -1.107 5.190 -1.163  0.10
H: -3.436 5.591 -0.482  0.10
H: -5.088 3.748 -0.562  0.10
H: -4.398 1.514 -1.354  0.06
H: -2.070 1.107 -2.053  0.08
H: 1.293 5.355 -3.481  0.09
H: 2.676 7.278 -2.871  0.09
H: 3.807 7.349 -0.664  0.09
H: 3.502 5.469 0.921  0.10
H: 2.103 3.564 0.325  0.06



Entry 2:
Entry from the OMol25 dataset: a molecular structure, C46H36N5O12S3W (ωB97M-V/def2-TZVPD).

Properties
- lowest unoccupied orbital energy (eV) = 0.220
- ΔE to the lowest compared entry with this formula, charge and spin (kJ/mol) = 33.5
- net charge = -1

Last column: Löwdin charge in e.
Cartesian coordinates (Å):
W: 0.448 -0.454 -0.288  2.09
O: -1.031 -0.839 -1.516  -0.23
C: -2.086 -1.633 -1.526  -0.30
C: -2.497 -2.210 -2.730  0.02
C: -3.613 -3.018 -2.739  -0.07
C: -4.346 -3.261 -1.572  -0.09
C: -3.948 -2.677 -0.391  -0.02
C: -2.809 -1.868 -0.357  -0.15
C: -2.411 -1.197 0.838  -0.03
N: -1.295 -0.583 1.014  -0.08
N: -1.202 0.077 2.240  0.13
C: -0.098 0.735 2.285  -0.41
O: 0.760 0.712 1.304  -0.20
C: 0.238 1.596 3.436  -0.13
C: 1.440 2.296 3.433  0.00
C: 1.755 3.116 4.508  -0.07
C: 0.879 3.235 5.577  -0.10
C: -0.321 2.532 5.577  -0.09
C: -0.643 1.714 4.508  -0.03
H: -1.914 -2.018 -3.621  0.13
H: -3.923 -3.479 -3.669  0.10
H: -5.217 -3.902 -1.600  0.10
H: -4.502 -2.844 0.525  0.12
H: -3.091 -1.173 1.684  0.15
H: 2.117 2.178 2.599  0.10
H: 2.691 3.659 4.508  0.10
H: 1.130 3.875 6.414  0.10
H: -1.004 2.624 6.412  0.10
H: -1.573 1.161 4.490  0.11
O: 3.603 0.574 1.726  -0.26
S: 3.744 -0.020 0.434  0.57
O: 4.623 -1.134 0.290  -0.24
O: 2.395 -0.367 -0.212  -0.51
C: 4.178 1.274 -0.702  -0.22
C: 5.125 2.168 -0.225  -0.05
C: 5.500 3.267 -0.980  -0.07
C: 4.904 3.479 -2.211  -0.07
C: 3.955 2.588 -2.688  -0.05
C: 3.582 1.472 -1.949  -0.21
S: 2.462 0.353 -2.827  0.58
O: 3.086 -0.933 -2.838  -0.26
O: 2.192 1.002 -4.078  -0.29
O: 1.098 0.324 -2.090  -0.45
H: 5.546 2.006 0.758  0.12
H: 6.241 3.958 -0.600  0.10
H: 5.172 4.341 -2.808  0.10
H: 3.487 2.746 -3.647  0.11
S: 1.070 -4.148 -3.136  0.64
C: 0.972 -3.036 -2.001  -0.86
N: 0.885 -2.240 -1.136  -0.04
O: 1.408 2.781 -0.493  0.08
C: 0.254 2.648 -0.835  -0.52
N: -0.487 3.590 -1.496  0.16
C: -1.867 3.202 -1.648  -0.27
C: -1.830 1.801 -0.986  -0.40
O: -2.830 1.124 -0.851  0.08
N: -0.551 1.520 -0.623  0.05
C: -2.788 4.192 -0.942  -0.14
C: -2.893 5.474 -1.477  -0.03
C: -3.669 6.441 -0.859  -0.09
C: -4.364 6.132 0.303  -0.10
C: -4.273 4.857 0.835  -0.08
C: -3.490 3.887 0.218  -0.01
C: -2.285 3.017 -3.106  -0.14
C: -1.377 3.190 -4.141  -0.02
C: -1.775 3.011 -5.461  -0.08
C: -3.080 2.652 -5.752  -0.10
C: -3.988 2.466 -4.717  -0.08
C: -3.596 2.648 -3.402  -0.02
H: -0.155 4.538 -1.536  0.16
H: -2.374 5.713 -2.399  0.12
H: -3.736 7.432 -1.289  0.10
H: -4.975 6.883 0.788  0.10
H: -4.812 4.606 1.739  0.10
H: -3.431 2.892 0.637  0.11
H: -0.345 3.422 -3.917  0.11
H: -1.052 3.135 -6.257  0.10
H: -3.388 2.504 -6.780  0.10
H: -5.007 2.170 -4.934  0.10
H: -4.297 2.490 -2.593  0.12
C: 3.533 -5.778 5.537  -0.06
C: 2.724 -5.027 4.514  -0.27
C: 1.917 -3.962 4.883  -0.01
C: 1.188 -3.239 3.942  -0.19
C: 0.371 -2.050 4.369  -0.02
C: 1.260 -3.622 2.608  -0.05
C: 2.072 -4.684 2.201  -0.19
C: 2.190 -5.052 0.748  -0.02
C: 2.793 -5.371 3.168  -0.01
C: 0.452 -2.899 1.563  -0.54
O: -0.548 -3.378 1.073  0.10
O: 0.940 -1.703 1.309  -0.16
H: 3.190 -5.560 6.549  0.07
H: 4.589 -5.504 5.479  0.08
H: 3.467 -6.856 5.381  0.07
H: 1.855 -3.676 5.929  0.11
H: 0.154 -2.095 5.437  0.08
H: -0.573 -1.982 3.827  0.08
H: 0.915 -1.123 4.173  0.09
H: 1.214 -5.260 0.307  0.08
H: 2.824 -5.929 0.622  0.08
H: 2.632 -4.232 0.176  0.09
H: 3.429 -6.195 2.860  0.11



Entry 3:
Entry from the OMol25 dataset: 7 unconnected molecules or ions with the total composition C46H37BO28S (ωB97M-V/def2-TZVPD).

Properties
- structure (SMILES) = CB(O)C1=C(CCCO)C(=O)C(S)=CC1=O.O=C1C=C(O)C(=O)C=C1O.O=C1C=C(O)C(=O)C=C1O.O=C1C=C(O)C(=O)C=C1O.O=C1C=C(O)C(=O)C=C1O.O=C1C=C(O)C(=O)C=C1O.O=C1C=C(O)C(=O)C=C1O
- lowest unoccupied orbital energy (eV) = -1.631
- net charge = 0

Last column: Löwdin charge in e.
Cartesian coordinates (Å):
C: 1.381 -7.857 -1.167  0.00
B: 0.264 -6.817 -1.528  -0.45
O: -0.743 -7.135 -2.395  0.16
C: 0.218 -5.365 -0.897  0.03
C: -0.835 -4.833 -0.260  -0.09
C: -2.161 -5.517 -0.114  -0.13
C: -3.112 -5.175 -1.275  -0.14
C: -4.598 -5.270 -0.908  -0.24
O: -5.358 -4.132 -1.302  -0.08
C: -0.766 -3.449 0.331  -0.34
O: -1.733 -2.965 0.874  0.10
C: 0.523 -2.688 0.225  -0.51
S: 0.584 -1.090 0.977  0.85
C: 1.557 -3.233 -0.409  0.00
C: 1.468 -4.572 -1.038  -0.33
O: 2.415 -5.006 -1.672  0.11
H: 1.950 -8.125 -2.064  0.08
H: 0.934 -8.775 -0.774  0.07
H: 2.101 -7.479 -0.443  0.06
H: -0.553 -7.927 -2.905  0.11
H: -2.626 -5.184 0.814  0.12
H: -2.004 -6.595 -0.047  0.12
H: -2.886 -5.828 -2.117  0.11
H: -2.901 -4.150 -1.599  0.12
H: -4.725 -5.382 0.171  0.11
H: -5.039 -6.150 -1.386  0.11
H: -4.846 -3.605 -1.921  0.06
H: 1.007 -0.448 -0.117  -0.11
H: 2.511 -2.729 -0.501  0.12
O: 3.865 -0.188 7.794  0.11
C: 3.846 -0.096 6.580  -0.31
C: 5.015 0.035 5.741  0.07
C: 4.846 0.139 4.415  -0.22
O: 5.842 0.261 3.554  0.13
C: 3.471 0.127 3.771  -0.28
O: 3.437 0.248 2.558  0.05
C: 2.304 -0.020 4.602  0.08
C: 2.474 -0.126 5.929  -0.23
O: 1.488 -0.263 6.796  0.12
H: 5.989 0.045 6.209  0.14
H: 5.444 0.316 2.664  0.11
H: 1.332 -0.035 4.129  0.13
H: 1.909 -0.309 7.679  0.12
O: 3.801 2.596 0.827  0.10
C: 4.450 2.609 -0.203  -0.30
C: 4.809 3.813 -0.921  0.07
C: 5.529 3.712 -2.047  -0.23
O: 5.908 4.739 -2.791  0.12
C: 5.980 2.370 -2.587  -0.30
O: 6.610 2.383 -3.633  0.10
C: 5.636 1.173 -1.862  0.08
C: 4.910 1.269 -0.739  -0.22
O: 4.539 0.217 -0.030  0.10
H: 4.468 4.756 -0.520  0.13
H: 6.406 4.359 -3.542  0.12
H: 5.977 0.230 -2.263  0.11
H: 3.972 0.487 0.722  0.07
O: -10.154 -3.109 -2.475  0.11
C: -9.322 -2.531 -3.151  -0.30
C: -7.918 -2.866 -3.208  0.08
C: -7.117 -2.128 -3.988  -0.23
O: -5.812 -2.330 -4.118  0.11
C: -7.624 -0.961 -4.812  -0.31
O: -6.788 -0.364 -5.468  0.10
C: -9.031 -0.637 -4.772  0.07
C: -9.835 -1.374 -3.992  -0.23
O: -11.136 -1.177 -3.868  0.12
H: -7.547 -3.691 -2.614  0.12
H: -5.502 -1.639 -4.740  0.12
H: -9.389 0.189 -5.370  0.13
H: -11.449 -1.855 -3.235  0.12
O: -0.806 5.497 4.288  0.09
C: -0.185 5.549 3.239  -0.31
C: 0.117 6.763 2.519  0.07
C: 0.797 6.681 1.367  -0.23
O: 1.121 7.720 0.616  0.12
C: 1.261 5.355 0.799  -0.30
O: 1.855 5.398 -0.266  0.09
C: 0.975 4.141 1.527  0.07
C: 0.295 4.224 2.679  -0.22
O: -0.019 3.184 3.435  0.12
H: -0.227 7.702 2.931  0.14
H: 1.598 7.354 -0.157  0.12
H: 1.334 3.208 1.119  0.12
H: -0.516 3.545 4.197  0.12
O: 4.691 -5.320 -5.321  0.10
C: 5.291 -4.384 -4.822  -0.31
C: 5.249 -3.023 -5.302  0.07
C: 5.975 -2.092 -4.663  -0.23
O: 6.012 -0.821 -5.022  0.12
C: 6.834 -2.423 -3.453  -0.31
O: 7.437 -1.488 -2.954  0.09
C: 6.871 -3.781 -2.969  0.07
C: 6.143 -4.710 -3.607  -0.23
O: 6.089 -5.981 -3.258  0.12
H: 4.637 -2.798 -6.163  0.14
H: 6.630 -0.358 -4.421  0.10
H: 7.476 -4.005 -2.102  0.14
H: 5.482 -6.409 -3.897  0.12
O: -4.608 7.729 6.613  0.10
C: -4.721 7.701 5.400  -0.31
C: -3.711 7.222 4.484  0.08
C: -3.977 7.265 3.171  -0.22
O: -3.136 6.859 2.231  0.11
C: -5.285 7.794 2.612  -0.31
O: -5.390 7.789 1.398  0.10
C: -6.299 8.257 3.529  0.07
C: -6.038 8.215 4.844  -0.23
O: -6.882 8.609 5.782  0.12
H: -2.779 6.843 4.880  0.12
H: -3.593 7.009 1.378  0.12
H: -7.233 8.623 3.127  0.14
H: -6.418 8.465 6.633  0.12



no.,total energy (eV),Kohn-Sham gap (Ha)
1,-230784.7709,0.2336
2,-114645.4536,0.2284
3,-117141.7784,0.2912